No. 1
Below is a structure of composition C45H50NO3PbS5Te at a distorted geometry, with properties calculated with wB97M-V/def2-TZVPD.

## Properties
Frontier orbital gap   3.831 eV
Lowest unoccupied orbital energy   -5.844 eV
Relative energy (zero: lowest compared OMol25 entry of this formula, charge and spin)   1.887 eV
Highest occupied orbital energy   -9.68 eV
Total charge   +1

Positions of all 106 atoms, in Å:
Pb1 -0.22 -0.17 -0.55
C1 -3.58 0.83 2.58
C2 -2.42 1.68 2.13
C3 -2.41 2.09 0.79
C4 -3.54 1.67 -0.12
C5 -1.41 2.95 0.33
C6 -1.59 3.70 -0.97
C7 -0.30 3.22 1.14
C8 0.86 3.99 0.57
C9 -0.30 2.80 2.47
C10 0.81 3.17 3.41
C11 -1.40 2.09 2.99
C12 -1.41 1.83 4.46
H1 -3.57 0.63 3.64
H2 -3.56 -0.13 2.06
H3 -4.52 1.32 2.34
H4 -4.44 2.24 0.10
H5 -3.76 0.62 0.02
H6 -3.28 1.82 -1.16
H7 -1.15 4.69 -0.88
H8 -2.64 3.83 -1.19
H9 -1.12 3.19 -1.81
H10 0.80 5.04 0.86
H11 0.87 3.94 -0.51
H12 1.81 3.61 0.92
H13 0.46 3.91 4.13
H14 1.67 3.60 2.90
H15 1.15 2.30 3.97
H16 -2.32 1.36 4.80
H17 -1.31 2.77 5.00
H18 -0.57 1.20 4.75
S1 -1.21 0.94 -2.86
S2 -0.64 0.08 -4.56
S3 0.80 -1.33 -4.22
S4 1.28 -1.57 -2.23
C13 5.22 -5.09 2.63
C14 4.36 -4.17 1.84
C15 4.44 -4.11 0.45
C16 3.60 -3.30 -0.30
C17 3.85 -3.12 -1.75
O1 3.87 -2.00 -2.24
C18 4.11 -4.32 -2.57
C19 4.67 -4.11 -3.83
C20 4.94 -5.18 -4.67
C21 4.64 -6.47 -4.25
C22 4.06 -6.68 -3.01
C23 3.79 -5.61 -2.17
C24 2.62 -2.52 0.35
O2 1.71 -1.82 -0.30
C25 2.56 -2.55 1.76
C26 3.43 -3.34 2.48
C27 1.52 -1.69 2.39
N1 1.47 -0.43 2.31
C28 2.51 0.37 1.72
C29 3.66 0.55 2.69
Te1 5.08 1.99 1.90
C30 5.52 0.83 0.16
C31 6.10 -0.43 0.28
C32 6.46 -1.14 -0.85
C33 6.24 -0.60 -2.11
C34 5.65 0.65 -2.23
C35 5.29 1.36 -1.10
C36 0.39 -2.35 3.07
C37 0.42 -3.70 3.44
C38 -0.64 -4.26 4.12
C39 -1.77 -3.50 4.41
C40 -1.82 -2.17 4.01
C41 -0.75 -1.60 3.35
H19 5.90 -5.64 1.99
H20 4.60 -5.81 3.17
H21 5.81 -4.54 3.37
H22 5.19 -4.70 -0.06
H23 4.89 -3.10 -4.13
H24 5.38 -5.01 -5.64
H25 4.86 -7.30 -4.90
H26 3.82 -7.68 -2.70
H27 3.32 -5.79 -1.22
H28 3.40 -3.32 3.56
H29 2.05 1.34 1.50
H30 2.90 -0.05 0.79
H31 4.16 -0.40 2.86
H32 3.31 0.94 3.64
H33 6.28 -0.85 1.26
H34 6.91 -2.11 -0.75
H35 6.53 -1.15 -2.99
H36 5.46 1.06 -3.21
H37 4.84 2.34 -1.20
H38 1.29 -4.30 3.22
H39 -0.60 -5.29 4.43
H40 -2.60 -3.93 4.94
H41 -2.70 -1.59 4.21
H42 -0.77 -0.57 3.04
O3 -1.88 -1.83 -0.46
S5 -2.27 -3.28 -0.62
C42 -0.92 -4.26 0.16
C43 0.03 -4.71 -0.94
C44 -0.83 -4.98 -2.17
C45 -1.73 -3.76 -2.32
H43 -1.41 -5.11 0.64
H44 -0.46 -3.64 0.92
H45 0.59 -5.59 -0.64
H46 0.74 -3.91 -1.16
H47 -1.43 -5.88 -2.01
H48 -0.22 -5.12 -3.06
H49 -2.61 -3.95 -2.93
H50 -1.19 -2.91 -2.71



No. 2
Below is a structure of composition C45H51FN2O3P2PrSi at a distorted geometry, with properties calculated with wB97M-V/def2-TZVPD.

## Properties
2S+1   3
Frontier orbital gap (alpha / beta)   6.603 / 6.570 eV
Lowest unoccupied orbital energy (alpha / beta)   -2.260 / -2.261 eV
Highest occupied orbital energy (alpha / beta)   -8.86 / -8.83 eV
Total charge   +1

Positions of all 106 atoms, in Å:
Pr1 0.93 -0.18 0.74
C1 -1.40 -0.39 4.34
C2 -0.36 0.70 4.21
C3 -0.21 1.62 5.22
C4 0.75 2.62 5.08
C5 1.53 2.66 3.95
C6 1.35 1.68 2.94
N1 0.38 0.72 3.09
N2 2.08 1.60 1.82
Si1 3.14 2.79 1.15
C7 2.43 4.55 1.24
C8 4.86 2.74 1.91
C9 3.17 2.22 -0.67
H1 -2.39 0.06 4.40
H2 -1.25 -0.95 5.26
H3 -1.35 -1.07 3.49
H4 -0.82 1.56 6.11
H5 0.89 3.36 5.86
H6 2.29 3.42 3.81
H7 3.02 5.19 1.89
H8 1.41 4.53 1.64
H9 2.40 5.01 0.25
H10 4.84 3.04 2.96
H11 5.54 3.40 1.38
H12 5.27 1.73 1.86
H13 2.23 2.50 -1.16
H14 3.29 1.13 -0.71
H15 3.99 2.66 -1.24
O1 -0.20 1.64 -0.23
P1 -1.46 1.81 -1.03
C10 -1.42 0.73 -2.51
P2 -1.43 -1.02 -1.95
O2 -0.76 -1.14 -0.61
C11 -3.12 -1.64 -1.85
C12 -3.50 -2.27 -0.67
C13 -4.77 -2.84 -0.58
C14 -5.64 -2.77 -1.66
C15 -5.25 -2.14 -2.84
C16 -3.98 -1.59 -2.94
C17 -0.59 -1.95 -3.25
C18 -0.38 -1.43 -4.53
C19 0.30 -2.19 -5.47
C20 0.75 -3.46 -5.15
C21 0.52 -3.98 -3.89
C22 -0.14 -3.23 -2.94
C23 -1.65 3.51 -1.60
C24 -2.47 3.88 -2.66
C25 -2.60 5.22 -2.99
C26 -1.92 6.18 -2.26
C27 -1.10 5.81 -1.21
C28 -0.96 4.48 -0.87
C29 -2.94 1.34 -0.13
C30 -4.18 1.43 -0.76
C31 -5.33 1.09 -0.07
C32 -5.25 0.67 1.25
C33 -4.02 0.60 1.88
C34 -2.86 0.94 1.20
H16 -0.46 0.91 -3.01
H17 -2.23 0.94 -3.20
H18 -2.81 -2.31 0.16
H19 -5.07 -3.33 0.33
H20 -6.62 -3.21 -1.59
H21 -5.92 -2.11 -3.68
H22 -3.66 -1.13 -3.87
H23 -0.74 -0.45 -4.79
H24 0.47 -1.78 -6.46
H25 1.28 -4.04 -5.89
H26 0.86 -4.98 -3.64
H27 -0.31 -3.62 -1.94
H28 -2.99 3.14 -3.26
H29 -3.24 5.51 -3.82
H30 -2.03 7.23 -2.51
H31 -0.55 6.57 -0.65
H32 -0.32 4.17 -0.05
H33 -4.24 1.78 -1.78
H34 -6.30 1.15 -0.56
H35 -6.15 0.41 1.79
H36 -3.97 0.28 2.91
H37 -1.90 0.92 1.70
F1 7.80 -1.42 -1.47
C35 6.48 -1.53 -1.22
C36 5.60 -1.57 -2.29
C37 4.24 -1.70 -2.03
C38 3.75 -1.80 -0.72
C39 2.30 -1.99 -0.44
C40 4.68 -1.72 0.32
C41 6.04 -1.60 0.08
H38 5.98 -1.50 -3.30
H39 3.55 -1.73 -2.86
H40 2.21 -2.86 0.23
H41 1.80 -2.27 -1.37
H42 4.32 -1.76 1.35
H43 6.75 -1.55 0.89
C42 1.71 -4.05 3.19
C43 0.50 -4.66 2.45
C44 -0.29 -3.44 1.95
O3 0.46 -2.28 2.34
C45 1.22 -2.64 3.50
H44 2.57 -4.00 2.53
H45 1.98 -4.60 4.09
H46 -0.11 -5.26 3.13
H47 0.82 -5.30 1.63
H48 -1.28 -3.40 2.41
H49 -0.40 -3.42 0.87
H50 0.56 -2.64 4.38
H51 2.01 -1.90 3.63



No. 3
Below is a structure of composition C45H51InN5O7Se, with properties calculated with wB97M-V/def2-TZVPD.

## Properties
Frontier orbital gap   7.192 eV
Lowest unoccupied orbital energy   -2.538 eV
Relative energy (zero: lowest compared OMol25 entry of this formula, charge and spin)   0.115 eV
Highest occupied orbital energy   -9.73 eV
Total charge   +1

Positions of all 110 atoms, in Å:
In1 0.45 0.95 -0.22
N1 1.16 2.39 1.45
C1 0.82 3.82 1.49
C2 1.32 4.55 0.25
C3 0.57 4.18 -1.02
N2 1.01 2.88 -1.55
H1 0.77 1.93 2.27
H2 2.17 2.24 1.43
H3 1.23 4.29 2.38
H4 -0.27 3.89 1.54
H5 2.39 4.36 0.11
H6 1.21 5.62 0.42
H7 0.70 4.97 -1.77
H8 -0.50 4.10 -0.80
H9 2.01 2.87 -1.71
H10 0.56 2.69 -2.44
C4 -1.35 -4.36 -5.01
C5 -1.40 -3.14 -4.12
C6 -0.80 -1.95 -4.50
C7 -0.87 -0.81 -3.72
C8 -0.19 0.45 -4.18
C9 -1.57 -0.87 -2.50
Se1 -1.79 0.68 -1.37
C10 -2.17 -2.06 -2.09
C11 -2.92 -2.16 -0.78
C12 -2.08 -3.18 -2.91
H11 -0.62 -4.24 -5.81
H12 -2.33 -4.54 -5.47
H13 -1.09 -5.26 -4.44
H14 -0.26 -1.91 -5.45
H15 0.18 0.33 -5.21
H16 0.67 0.66 -3.54
H17 -0.87 1.30 -4.15
H18 -2.26 -1.91 0.06
H19 -3.29 -3.18 -0.63
H20 -3.76 -1.48 -0.75
H21 -2.55 -4.11 -2.59
C13 -4.05 4.87 -2.76
O1 -4.04 3.95 -1.68
C14 -3.71 4.43 -0.45
C15 -3.35 5.73 -0.17
C16 -3.08 6.11 1.14
C17 -3.18 5.19 2.17
C18 -3.54 3.88 1.89
C19 -3.79 3.49 0.59
N3 -4.28 2.21 0.22
C20 -4.27 1.04 0.82
C21 -3.49 0.53 1.86
C22 -4.01 -0.61 2.55
C23 -3.36 -1.19 3.58
C24 -2.10 -0.66 3.98
C25 -1.52 0.37 3.31
C26 -2.14 0.97 2.16
O2 -1.52 1.78 1.41
H22 -4.79 5.66 -2.60
H23 -4.32 4.29 -3.64
H24 -3.07 5.31 -2.92
H25 -3.29 6.47 -0.96
H26 -2.80 7.13 1.35
H27 -3.00 5.49 3.19
H28 -3.65 3.16 2.69
H29 -4.77 2.24 -0.67
H30 -5.02 0.36 0.42
H31 -4.98 -0.99 2.24
H32 -3.78 -2.04 4.11
H33 -1.60 -1.09 4.84
H34 -0.55 0.75 3.61
O3 2.79 0.89 -0.14
C27 2.82 0.10 -1.14
O4 1.74 -0.32 -1.66
C28 4.13 -0.32 -1.70
C29 4.16 -1.02 -2.90
C30 5.37 -1.39 -3.50
C31 6.52 -1.04 -2.83
O5 7.81 -1.27 -3.19
C32 8.63 -0.74 -2.15
O6 7.77 -0.14 -1.19
C33 6.49 -0.35 -1.62
C34 5.32 0.03 -1.04
H35 3.22 -1.27 -3.38
H36 5.41 -1.93 -4.43
H37 9.30 0.01 -2.57
H38 9.20 -1.54 -1.69
H39 5.29 0.57 -0.10
C35 1.70 -4.17 4.22
N4 1.61 -2.83 3.65
N5 0.90 -2.54 2.51
C36 1.12 -1.24 2.15
O7 0.54 -0.76 1.15
C37 2.02 -0.72 3.12
C38 2.29 -1.73 4.01
C39 3.17 -1.73 5.21
C40 0.03 -3.46 1.83
C41 0.25 -3.70 0.48
C42 -0.60 -4.56 -0.19
C43 -1.64 -5.18 0.48
C44 -1.86 -4.93 1.83
C45 -1.03 -4.05 2.51
H40 1.37 -4.89 3.48
H41 1.08 -4.27 5.11
H42 2.74 -4.38 4.48
H43 2.44 0.27 3.11
H44 3.55 -0.73 5.40
H45 4.03 -2.39 5.06
H46 2.64 -2.08 6.09
H47 1.06 -3.20 -0.03
H48 -0.44 -4.75 -1.25
H49 -2.30 -5.86 -0.06
H50 -2.68 -5.40 2.35
H51 -1.20 -3.83 3.55



No. 4
Below is a structure of composition C45H52BrCl7CsN7O3S2Si at a distorted geometry, with properties calculated with wB97M-V/def2-TZVPD.

## Properties
Frontier orbital gap   6.405 eV
Lowest unoccupied orbital energy   3.322 eV
Relative energy (zero: lowest compared OMol25 entry of this formula, charge and spin)   0.200 eV
Highest occupied orbital energy   -3.08 eV
Total charge   -2

Positions of all 119 atoms, in Å:
Cs1 -0.29 -1.68 0.59
C1 -5.63 2.97 -0.83
N1 -5.87 1.80 0.00
C2 -6.73 1.77 1.09
C3 -6.61 0.57 1.65
N2 -5.66 -0.14 0.92
C4 -5.18 0.63 -0.13
S1 -4.11 0.23 -1.34
C5 -5.13 -1.39 1.37
C6 -6.00 -2.40 1.77
C7 -5.44 -3.58 2.25
C8 -4.06 -3.70 2.30
C9 -3.31 -2.62 1.88
N3 -3.83 -1.49 1.42
H1 -6.53 3.57 -0.87
H2 -5.35 2.63 -1.82
H3 -4.81 3.57 -0.42
H4 -7.35 2.61 1.36
H5 -7.06 0.16 2.54
H6 -7.07 -2.28 1.68
H7 -6.08 -4.39 2.56
H8 -3.57 -4.59 2.67
H9 -2.23 -2.64 1.92
C10 3.37 0.71 -3.12
C11 2.70 1.92 -3.79
C12 3.34 2.14 -5.18
C13 3.03 3.14 -2.92
Si1 0.81 1.68 -3.94
Br1 0.15 0.92 -1.94
C14 0.30 0.34 -5.21
C15 0.18 0.94 -6.62
C16 1.31 -0.82 -5.28
C17 -1.04 -0.30 -4.81
C18 -0.17 3.33 -4.13
C19 -0.16 4.17 -2.84
C20 0.41 4.20 -5.26
C21 -1.65 3.04 -4.41
H10 4.44 0.92 -3.03
H11 3.26 -0.21 -3.69
H12 2.97 0.53 -2.12
H13 4.42 2.30 -5.05
H14 2.94 3.02 -5.69
H15 3.21 1.28 -5.84
H16 4.12 3.17 -2.76
H17 2.56 3.08 -1.93
H18 2.75 4.08 -3.39
H19 1.12 1.39 -6.97
H20 -0.60 1.69 -6.72
H21 -0.06 0.12 -7.32
H22 2.29 -0.51 -5.65
H23 0.91 -1.57 -5.97
H24 1.43 -1.31 -4.31
H25 -1.85 0.41 -4.70
H26 -0.96 -0.86 -3.87
H27 -1.32 -1.02 -5.59
H28 0.84 4.49 -2.53
H29 -0.61 3.64 -2.00
H30 -0.75 5.08 -3.02
H31 1.41 4.56 -5.02
H32 -0.23 5.08 -5.38
H33 0.45 3.69 -6.22
H34 -2.11 2.44 -3.62
H35 -1.83 2.55 -5.36
H36 -2.19 4.00 -4.43
N4 0.08 -3.87 2.32
C22 0.40 -4.64 3.15
N5 0.59 -5.50 4.10
C23 1.76 -6.01 4.42
N6 2.74 -6.52 4.78
C24 4.27 -0.46 1.77
S2 2.71 -1.13 2.31
C25 3.37 -2.50 3.23
O1 2.08 -1.73 1.07
H37 4.81 -0.03 2.62
H38 4.04 0.32 1.05
H39 4.84 -1.27 1.30
H40 4.09 -2.13 3.96
H41 3.82 -3.20 2.52
H42 2.54 -2.98 3.76
Cl1 1.56 2.07 1.49
C26 1.81 3.00 2.95
C27 2.30 4.28 2.80
C28 2.54 5.06 3.92
C29 2.25 4.54 5.17
C30 1.73 3.26 5.30
Cl2 1.24 2.77 6.89
C31 1.53 2.41 4.20
N7 1.01 1.13 4.24
C32 1.40 0.13 5.12
C33 2.60 0.18 5.82
C34 2.99 -0.85 6.66
C35 2.19 -1.98 6.80
C36 1.01 -2.05 6.06
C37 0.59 -1.03 5.21
C38 -0.60 -1.27 4.30
C39 -1.73 -0.22 4.29
O2 -2.82 -0.55 4.77
O3 -1.46 0.89 3.71
H43 2.49 4.66 1.80
H44 2.93 6.06 3.82
H45 2.39 5.13 6.07
H46 -0.01 1.04 3.86
H47 3.24 1.05 5.71
H48 3.93 -0.79 7.20
H49 2.48 -2.80 7.43
H50 0.40 -2.95 6.11
H51 -1.06 -2.22 4.56
H52 -0.22 -1.36 3.28
Cl3 -3.06 -3.84 -1.71
C40 -1.35 -4.32 -1.93
C41 -0.40 -3.33 -1.94
C42 0.89 -3.79 -2.05
Cl4 2.21 -2.59 -1.97
C43 1.25 -5.13 -2.18
Cl5 2.91 -5.62 -2.35
C44 0.24 -6.09 -2.19
Cl6 0.63 -7.77 -2.38
C45 -1.08 -5.68 -2.05
Cl7 -2.35 -6.88 -2.05



Question: The lowest total charge belongs to which entry?
Answer: C45H52BrCl7CsN7O3S2Si



Question: Which formula does entry 3 have?
Answer: C45H51InN5O7Se



Question: The lowest total charge belongs to which entry?
Answer: C45H52BrCl7CsN7O3S2Si



Question: total charge of number 2 (C45H51FN2O3P2PrSi)?
Answer: +1